<i>
# C4H9NO

A single C4H9NO molecule (ωB97M-V/def2-TZVPD, the Open Molecules 2025 dataset).

Computed properties:
Multiplicity: 1
LUMO, eV: 0.8927
HOMO energy, Eh: -0.3425
Gap between HOMO and LUMO, eV: 10.211

The geometry in XYZ format:
```
15
Properties=species:S:1:pos:R:3:lowdin_charge:R:1
H -1.616 -1.682 -1.183 0.13
H 0.968 -1.654 0.933 0.09
H -0.475 -1.219 1.906 0.09
H -0.800 1.607 -0.210 0.11
N -0.501 -0.418 0.009 -0.16
C -1.282 -0.632 -1.098 -0.33
C -0.128 -1.476 0.900 -0.07
C 1.302 1.316 -0.286 -0.08
C -0.074 0.961 0.282 -0.21
H -0.586 -2.413 0.598 0.08
H 2.110 0.698 0.163 0.08
H 1.282 1.175 -1.368 0.07
H 1.488 2.396 -0.110 0.08
H -0.073 1.124 1.356 0.11
O -1.616 0.219 -1.892 0.02
```



<ii>
# C4H9NO

A single C4H9NO molecule (ωB97M-V/def2-TZVPD, the Open Molecules 2025 dataset).

Computed properties:
Multiplicity: 1
LUMO, eV: 0.6964
HOMO energy, Eh: -0.2912
Gap between HOMO and LUMO, eV: 8.620

The geometry in XYZ format:
```
15
Properties=species:S:1:pos:R:3:lowdin_charge:R:1
O -0.392 -1.645 0.500 -0.05
H 0.627 1.950 1.257 0.15
H 0.362 0.352 1.833 0.12
C 1.131 -0.944 -1.156 -0.05
C -1.427 0.949 1.005 -0.07
H 1.895 -0.699 -0.407 0.08
C -0.502 0.697 -0.115 -0.31
H -0.266 1.451 -0.876 0.14
H -1.022 -0.941 -1.336 0.15
H 1.256 -1.995 -1.429 0.08
C -0.254 -0.739 -0.572 -0.43
N 0.131 1.068 1.173 0.03
H -0.873 -1.166 1.198 0.05
H -1.789 1.982 1.002 0.03
H 1.285 -0.322 -2.042 0.08
```



Verdict on stability: <i> comes out on top.



<i>
# C4H9NO

A molecular structure, C4H9NO (ωB97M-V/def2-TZVPD, the Open Molecules 2025 dataset).

Computed properties:
Multiplicity: 1
LUMO, eV: 0.8729
HOMO energy, Eh: -0.3341
Gap between HOMO and LUMO, eV: 9.965

The geometry in XYZ format:
```
15
Properties=species:S:1:pos:R:3:lowdin_charge:R:1
H 0.985 0.511 -1.201 0.11
H -0.046 -1.806 0.726 0.14
O -1.735 -1.230 -0.144 -0.11
H 0.730 -1.078 -0.612 0.18
C -2.570 -0.113 -0.422 -0.09
H 2.144 1.713 1.029 0.08
C -0.438 -0.952 0.174 -0.37
C 2.373 0.789 0.491 -0.07
H -3.393 -0.479 -1.041 0.09
H 2.744 0.066 1.226 0.08
H 3.153 0.972 -0.252 0.07
C 1.088 0.337 -0.128 -0.31
N -0.053 0.283 0.607 0.02
H -2.967 0.322 0.501 0.09
H -2.014 0.665 -0.955 0.08
```



<ii>
# C4H9NO

2 unconnected molecules or ions with the total composition C4H9NO (ωB97M-V/def2-TZVPD, the Open Molecules 2025 dataset).

Computed properties:
Multiplicity: 1
LUMO, eV: 0.7888
HOMO energy, Eh: -0.3181
Gap between HOMO and LUMO, eV: 9.445

The geometry in XYZ format:
```
15
Properties=species:S:1:pos:R:3:lowdin_charge:R:1
H -0.746 -1.751 0.664 0.09
H 0.466 2.534 3.567 0.03
H 1.150 0.579 0.469 0.08
N -1.223 -0.311 -0.742 0.04
C 1.064 0.624 -0.622 -0.05
C -1.519 -1.142 0.167 -0.03
H -2.489 -1.157 0.663 0.07
H 1.447 1.420 3.815 0.02
H 1.118 -0.746 -3.053 0.06
C 0.519 -1.124 -2.236 0.01
H 2.011 0.499 -1.145 0.08
H -0.180 -1.849 -2.648 0.05
H 0.614 1.589 -0.824 0.08
O 0.594 1.594 3.443 -0.05
C 0.097 -0.352 -1.216 -0.47
```



<iii>
# C4H9NO

2 unconnected molecules or ions with the total composition C4H9NO (ωB97M-V/def2-TZVPD, the Open Molecules 2025 dataset).

Computed properties:
Multiplicity: 1
LUMO, eV: 0.9355
HOMO energy, Eh: -0.3481
Gap between HOMO and LUMO, eV: 10.409

The geometry in XYZ format:
```
15
Properties=species:S:1:pos:R:3:lowdin_charge:R:1
H 2.553 0.214 -0.724 0.07
H -1.591 1.267 0.910 0.08
H 0.647 0.690 -1.958 0.12
N -1.545 -0.734 1.204 0.04
H 0.217 1.484 -0.466 0.11
C 1.644 -0.158 -0.245 -0.11
H -0.295 0.705 2.114 0.08
C -1.136 0.438 1.460 -0.14
C -0.818 -0.359 -1.080 -0.36
O -1.867 0.060 -1.499 0.03
C 0.428 0.500 -0.905 -0.23
H 1.749 0.045 0.829 0.06
H -0.641 -1.443 -0.905 0.12
H 1.630 -1.247 -0.371 0.07
H -0.976 -1.461 1.635 0.06
```



Verdict on stability: <iii> comes out on top.



<i>
# C4H9NO

A single C4H9NO molecule (ωB97M-V/def2-TZVPD, the Open Molecules 2025 dataset).

Computed properties:
Multiplicity: 1
LUMO, eV: 1.1068
HOMO energy, Eh: -0.3561
Gap between HOMO and LUMO, eV: 10.796

The geometry in XYZ format:
```
15
Properties=species:S:1:pos:R:3:lowdin_charge:R:1
H 1.509 0.435 3.375 0.09
O -0.018 0.604 2.075 -0.10
C -0.411 0.557 0.796 -0.27
H 1.976 1.088 1.766 0.09
H -1.754 -1.262 -1.129 0.07
C -0.923 -1.067 -1.817 -0.11
H -0.205 -1.887 -1.721 0.07
C -0.261 0.268 -1.492 -0.30
N 0.348 0.262 -0.168 0.04
H -1.000 1.079 -1.589 0.10
H -1.476 0.814 0.728 0.15
H 0.529 0.469 -2.225 0.10
H 1.637 -0.646 1.943 0.09
H -1.316 -1.066 -2.839 0.07
C 1.364 0.352 2.297 -0.09
```



<ii>
# C4H9NO

A molecular structure, C4H9NO (ωB97M-V/def2-TZVPD, the Open Molecules 2025 dataset).

Computed properties:
Multiplicity: 1
LUMO, eV: 0.4940
HOMO energy, Eh: -0.2197
Gap between HOMO and LUMO, eV: 6.472

The geometry in XYZ format:
```
15
Properties=species:S:1:pos:R:3:lowdin_charge:R:1
N 1.737 -1.559 -0.777 0.19
H -0.277 2.376 0.074 0.02
C 0.617 -0.920 -0.426 -0.25
C -0.572 0.271 1.016 -0.36
O 0.329 -0.864 0.847 -0.04
C 0.109 1.484 -0.418 -0.09
H 2.467 -1.698 -0.096 0.12
H 1.178 1.639 -0.611 0.01
C -1.902 -0.082 1.008 -0.04
H -0.438 1.358 -1.355 0.02
H 1.936 -1.755 -1.743 0.12
H -0.157 0.879 1.810 0.12
H -2.652 0.619 1.345 0.03
H -2.228 -0.981 0.503 0.03
H -0.147 -0.768 -1.176 0.14
```



<iii>
# C4H9NO

2 unconnected molecules or ions with the total composition C4H9NO (ωB97M-V/def2-TZVPD, the Open Molecules 2025 dataset).

Computed properties:
Multiplicity: 1
LUMO, eV: -2.9518
HOMO energy, Eh: -0.2827
Gap between HOMO and LUMO, eV: 4.740

The geometry in XYZ format:
```
15
Properties=species:S:1:pos:R:3:lowdin_charge:R:1
H 3.298 -1.180 -1.113 -0.09
H -2.224 -1.174 0.467 0.12
C -1.954 -0.166 0.760 0.03
H -0.403 0.244 -1.807 0.10
H -1.896 1.985 0.353 0.09
C -1.759 1.002 -0.097 0.09
H -2.156 0.098 1.796 0.11
H 1.043 -0.462 -1.158 0.05
C 0.665 0.223 1.101 0.00
O 2.623 -0.682 -0.653 -0.43
H 0.477 -0.407 1.963 0.10
C -0.464 0.228 0.088 -0.43
N -0.004 -0.345 -1.097 0.17
H 1.432 -0.119 0.424 0.00
H 0.780 1.269 1.397 0.11
```



<iv>
# C4H9NO

2 unconnected molecules or ions with the total composition C4H9NO (ωB97M-V/def2-TZVPD, the Open Molecules 2025 dataset).

Computed properties:
Multiplicity: 1
LUMO, eV: 0.8933
HOMO energy, Eh: -0.3183
Gap between HOMO and LUMO, eV: 9.554

The geometry in XYZ format:
```
15
Properties=species:S:1:pos:R:3:lowdin_charge:R:1
H -1.165 0.340 -0.318 0.04
H 0.611 3.465 -1.628 0.07
O -1.202 -0.134 0.540 -0.04
C -0.321 -1.182 0.567 -0.48
H 0.580 -0.417 2.363 0.08
H 1.251 1.842 -0.975 0.06
C 0.865 -0.963 1.465 -0.05
H 0.207 -3.090 -0.053 0.05
H -1.424 -2.376 -0.727 0.06
C -0.520 -2.296 -0.143 0.05
C 0.400 2.468 -1.235 -0.08
N -0.760 1.962 -1.221 0.03
H 1.637 -0.378 0.955 0.07
H -1.465 2.693 -1.285 0.06
H 1.306 -1.933 1.694 0.07
```



Verdict on stability: <i> comes out on top.



<i>
# C4H9NO

A molecular structure, C4H9NO (ωB97M-V/def2-TZVPD, the Open Molecules 2025 dataset).

Computed properties:
Multiplicity: 1
LUMO, eV: -0.5766
HOMO energy, Eh: -0.3254
Gap between HOMO and LUMO, eV: 8.279

The geometry in XYZ format:
```
15
Properties=species:S:1:pos:R:3:lowdin_charge:R:1
H -1.124 -2.012 1.085 0.02
H -0.298 1.998 0.852 0.09
C -1.331 0.547 -0.267 -0.01
H -0.064 2.084 -0.921 0.09
H 0.221 -1.244 0.046 -0.01
C 1.526 0.687 0.075 -0.46
H -1.421 -2.049 -0.671 0.02
C -0.289 1.438 -0.078 -0.13
H 3.151 1.619 0.331 0.13
O 2.230 1.826 0.125 0.05
H -1.977 0.260 0.546 0.07
N 1.728 -0.485 0.025 0.13
H -0.053 -2.916 0.012 0.03
C -0.663 -2.016 0.102 -0.08
H -1.636 0.264 -1.263 0.07
```



<ii>
# C4H9NO

2 unconnected molecules or ions with the total composition C4H9NO (ωB97M-V/def2-TZVPD, the Open Molecules 2025 dataset).

Computed properties:
Multiplicity: 1
LUMO (spin up / spin down), eV: 0.1114 / 0.1112
HOMO energy (spin up / spin down), Eh: -0.2830 / -0.2830
Gap between HOMO and LUMO (spin up / spin down), eV: 7.813 / 7.812

The geometry in XYZ format:
```
15
Properties=species:S:1:pos:R:3:lowdin_charge:R:1
C -0.583 1.395 1.449 -0.34
O -1.280 1.748 2.390 -0.02
H -0.082 2.162 0.814 0.10
H 0.084 -2.389 0.424 0.10
H -0.960 -0.748 1.542 0.11
C 1.352 0.352 -0.574 0.02
H 1.855 -0.083 -1.426 0.07
N 0.443 -0.357 0.055 -0.27
C 0.214 -1.727 -0.434 -0.02
H -1.547 0.967 -1.219 0.05
H -0.695 -1.728 -1.039 0.10
H 1.580 1.354 -0.242 0.07
H -1.056 1.075 -1.772 0.05
C -0.392 0.034 1.056 -0.12
H 1.069 -2.057 -1.023 0.09
```



Verdict on stability: <ii> comes out on top.